[1]
DFT (ωB97M-V/def2-TZVPD) results for C2H3N3O2 in the gas phase in a non-equilibrium geometry.

Geometry as XYZ:
```
10
Properties=species:S:1:pos:R:3:lowdin_charge:R:1
C -0.0105 -0.7645 -0.8602 -0.078
N 0.0191 0.4852 -0.1112 -0.016
C 0.9026 1.4513 -0.2711 -0.308
N 1.7624 2.2410 -0.5156 0.146
N -0.7036 0.0561 1.4450 -0.294
O -0.5406 0.9153 2.2281 0.159
O -1.2399 -0.9803 1.4040 0.146
H -0.0935 -0.5845 -1.9100 0.085
H 0.7939 -1.4602 -0.7930 0.080
H -0.8900 -1.3596 -0.6160 0.080
```

Computed properties:
LUMO energy = -0.684 eV
highest occupied orbital energy = -10.03 eV
energy above the lowest of the compared OMol25 structures with the same formula, charge and spin = 585.8 kJ/mol
E = -392.5704 hartree
Kohn-Sham gap = 9.4 eV
SMILES = CN(C#N)[N+](=O)[O-]

***

[2]
DFT (ωB97M-V/def2-TZVPD) results for 3 unconnected molecules or ions with the total composition C15H24BClN3O10PS in a non-equilibrium geometry.

Geometry as XYZ:
```
56
Properties=species:S:1:pos:R:3:lowdin_charge:R:1
C 3.8850 0.6518 1.6454 -0.037
B 2.2206 0.7839 1.5437 -0.309
O 1.6217 1.9784 2.2366 -0.017
C 1.2913 -0.3168 0.6885 -0.335
N 1.8315 -0.4118 -0.7223 0.045
C 1.3177 0.6316 -1.4611 -0.517
S 0.5780 1.5384 -2.7376 0.651
C -0.3236 -0.2069 0.9479 -0.272
N -0.8568 0.1651 2.3147 0.096
C -2.2467 0.0220 2.2509 -0.013
O -3.4634 -0.5636 2.2197 0.025
N -0.8034 -1.6673 0.8321 0.026
C 0.1183 -2.3888 1.8331 -0.263
O -0.2123 -3.2736 2.7954 0.014
C 1.5736 -1.7544 1.4232 -0.342
P 2.4904 -3.1524 0.5012 0.718
O 4.0968 -2.6457 -0.0315 -0.392
Cl 1.3704 -3.6298 -1.2883 0.140
H 4.3733 1.6741 1.3515 0.089
H 4.2578 -0.1434 0.8596 0.056
H 4.2544 0.3368 2.7167 0.094
H 1.3843 1.6974 3.1883 0.137
H -0.9880 0.4424 0.2122 0.172
H -0.5794 -1.8516 -0.1834 0.099
H 2.1749 -1.5706 2.4103 0.141
H 4.0361 -1.8625 -0.6540 0.042
C 2.4659 8.1521 -2.7325 -0.071
C 1.6921 8.5377 -1.4835 -0.219
O 0.8565 7.4600 -1.0432 0.023
C 1.4910 6.4567 -0.3901 -0.548
O 2.6870 6.3992 -0.1453 0.106
O 0.5737 5.5068 -0.0784 -0.004
C 1.1330 4.3409 0.5246 -0.066
H 1.7859 7.7940 -3.5118 0.081
H 3.0312 9.0053 -3.1170 0.080
H 3.1698 7.3391 -2.5283 0.074
H 1.0282 9.3779 -1.7156 0.123
H 2.3594 8.8677 -0.6783 0.125
H 1.7446 4.5963 1.3948 0.098
H 1.7213 3.7878 -0.2141 0.089
H 0.3092 3.7043 0.8579 0.087
C -4.2733 -3.6130 0.3208 -0.060
C -2.9650 -4.2965 -0.0378 -0.222
O -3.0898 -5.7216 0.0461 0.028
C -3.7312 -6.3150 -0.9894 -0.549
O -4.1951 -5.7499 -1.9689 0.103
O -3.7984 -7.6468 -0.7395 -0.008
C -4.5456 -8.3787 -1.7100 -0.054
H -4.6304 -3.9529 1.2979 0.087
H -4.1494 -2.5269 0.3445 0.065
H -5.0580 -3.8521 -0.4040 0.075
H -2.1952 -4.0036 0.6847 0.100
H -2.6076 -3.9942 -1.0295 0.121
H -4.1790 -8.1875 -2.7227 0.096
H -5.6073 -8.1259 -1.6277 0.099
H -4.4258 -9.4440 -1.4961 0.093
```

Computed properties:
LUMO energy = -1.809 eV
highest occupied orbital energy = -9.78 eV
E = -2727.0273 hartree
Kohn-Sham gap = 8.0 eV
SMILES = CB(O)[C@]1(N=C=S)[C@H](N=C=O)NC(=O)[C@H]1P(O)Cl.CCOC(=O)OC.CCOC(=O)OC

***

[3]
DFT (ωB97M-V/def2-TZVPD) results for a molecular structure, C2H4ClNO2 in a non-equilibrium geometry.

Geometry as XYZ:
```
10
Properties=species:S:1:pos:R:3:lowdin_charge:R:1
C -0.5275 1.1488 -0.0939 -0.669
C -0.3579 -0.3389 0.2672 -0.764
N 0.9451 -0.9665 0.0068 -0.027
O 0.3060 1.4980 -1.0991 0.061
O -1.1798 1.8814 0.5521 0.223
Cl -0.9481 -0.5152 1.9216 0.619
H -1.4598 -0.8182 -0.4164 0.177
H 0.9487 -2.0465 -0.0773 0.119
H 1.7670 -0.5670 0.6166 0.141
H 0.5062 0.7242 -1.6774 0.121
```

Computed properties:
LUMO energy (alpha / beta) = 0.725 / -3.619 eV
highest occupied orbital energy (alpha / beta) = -5.33 / -10.36 eV
energy above the lowest of the compared OMol25 structures with the same formula, charge and spin = 116.9 kJ/mol
2S+1 = 3
⟨S²⟩ = 2.008
E = -743.8024 hartree
Kohn-Sham gap (alpha / beta) = 6.1 / 6.7 eV

***

[4]
DFT (ωB97M-V/def2-TZVPD) results for a molecular structure, C34H55ClMnN3OP2 in a non-equilibrium geometry.

Geometry as XYZ:
```
97
Properties=species:S:1:pos:R:3:lowdin_charge:R:1
C -1.1623 -2.2944 -1.2939 -0.292
C 1.0063 -1.4359 -1.2197 -0.225
C -0.7368 -3.3727 -2.0495 0.029
C 1.5359 -2.6315 -1.7744 0.038
C 0.6351 -3.5996 -2.2266 0.026
H -1.5040 -4.0023 -2.4947 0.143
H 2.6220 -2.7243 -1.8708 0.139
H 0.9918 -4.5143 -2.7048 0.142
N -0.2751 -1.4540 -0.7449 0.028
P -2.8668 -0.8856 0.3750 1.198
P 2.9381 0.9339 0.0247 1.434
C -2.6163 -1.8607 -1.1701 -0.206
H -2.8588 -1.2242 -2.0345 0.100
H -3.2612 -2.7550 -1.2517 0.096
C -0.2974 1.7044 1.3034 -0.151
O 0.1322 2.7567 1.6150 0.172
C 1.6373 -0.1120 -1.4191 -0.169
H 2.4469 -0.3367 -2.1222 0.081
C 4.0865 1.6346 -1.4009 -0.615
C 3.6653 0.8078 1.7091 -0.716
C -4.0168 0.5843 0.0300 -0.656
C -3.6539 -2.2803 1.4019 -0.646
C 3.6001 3.0868 -1.5117 -0.069
H 3.7341 3.6438 -0.5763 0.092
H 4.1430 3.6063 -2.3118 0.120
H 2.5275 3.1167 -1.7543 0.041
C 5.5432 1.5091 -1.0045 -0.088
H 5.7711 1.9747 -0.0488 0.068
H 5.8313 0.4512 -0.9927 0.091
H 6.1271 2.0091 -1.7839 0.119
C 4.0277 0.9703 -2.7921 -0.092
H 4.4977 1.6318 -3.5354 0.125
H 4.5229 -0.0128 -2.8327 0.112
H 3.0192 0.8322 -3.1785 0.011
C 4.1487 2.2137 2.0800 -0.053
H 3.2804 2.8923 2.1511 0.101
H 4.6250 2.1461 3.0686 0.122
H 4.8695 2.6456 1.3743 0.072
C 2.6505 0.3813 2.7810 -0.080
H 1.8018 1.0741 2.8395 0.066
H 2.2684 -0.6290 2.6085 0.061
H 3.1768 0.3896 3.7458 0.120
C 4.7331 -0.2809 1.5848 -0.065
H 5.5319 -0.0238 0.8832 0.065
H 5.1781 -0.4238 2.5753 0.117
H 4.2764 -1.2310 1.2633 0.097
C -3.9409 -1.7235 2.7958 -0.062
H -4.4199 -2.5139 3.3875 0.114
H -3.0206 -1.4242 3.3088 0.057
H -4.6195 -0.8607 2.7806 0.081
C -2.6535 -3.4374 1.4919 -0.064
H -2.4214 -3.8727 0.5136 0.084
H -1.7151 -3.1388 1.9671 0.050
H -3.1046 -4.2282 2.1067 0.115
C -4.9425 -2.8280 0.7555 -0.055
H -5.1613 -3.7923 1.2327 0.112
H -5.8076 -2.1778 0.9174 0.080
H -4.8499 -3.0187 -0.3186 0.080
C -3.7395 1.0983 -1.3920 -0.088
H -4.0787 0.3866 -2.1573 0.092
H -4.2926 2.0388 -1.5433 0.117
H -2.6691 1.3131 -1.5368 0.041
C -3.6545 1.7103 1.0264 -0.078
H -2.5920 2.0117 0.9472 0.041
H -4.2734 2.5940 0.7954 0.114
H -3.8475 1.4124 2.0685 0.088
C -5.5029 0.2573 0.1568 -0.068
H -5.8066 -0.5316 -0.5356 0.092
H -5.7898 -0.0136 1.1779 0.081
H -6.0692 1.1619 -0.1066 0.113
Mn -0.6340 0.0665 0.5626 0.535
N -0.1854 1.2047 -0.8490 0.023
C 0.7285 0.9402 -1.7287 -0.301
C 0.4963 1.7937 -3.0583 -0.511
C 1.5042 1.8472 -4.1915 -0.058
C -0.7531 1.2013 -3.6607 -0.034
C 0.2224 3.2264 -2.6511 -0.031
H 2.4030 2.4175 -3.9771 0.072
H 1.7206 0.8810 -4.6622 0.113
H 1.0128 2.4365 -4.9780 0.113
H -1.6051 1.4551 -3.0381 0.057
H -0.9256 1.6280 -4.6590 0.116
H -0.6905 0.1186 -3.7640 0.097
H -0.3012 3.7238 -3.4744 0.119
H -0.3835 3.2466 -1.7533 0.080
H 1.1273 3.7872 -2.4555 0.071
Cl -1.5162 0.1445 6.0928 0.808
C -0.7985 -0.6891 4.7865 -0.639
C -0.1309 -1.8948 4.9776 -0.014
C 0.3825 -2.5408 3.8578 -0.005
C 0.2282 -1.9730 2.5939 -0.150
N -0.3986 -0.7777 2.4146 -0.063
C -0.9080 -0.1280 3.5061 -0.149
H -0.0429 -2.3006 5.9757 0.136
H 0.9054 -3.4926 3.9330 0.138
H 0.6086 -2.4722 1.6956 0.125
H -1.4271 0.8154 3.3506 0.113
```

Computed properties:
LUMO energy (alpha / beta) = -10.851 / -10.573 eV
highest occupied orbital energy (alpha / beta) = -17.24 / -17.45 eV
2S+1 = 4
⟨S²⟩ = 4.103
E = -3860.8406 hartree
Kohn-Sham gap (alpha / beta) = 6.4 / 6.9 eV
charge = +3

***

[5]
DFT (ωB97M-V/def2-TZVPD) results for 14 unconnected molecules or ions with the total composition C4H31O16 in a non-equilibrium geometry.

Geometry as XYZ:
```
51
Properties=species:S:1:pos:R:3:lowdin_charge:R:1
O -1.5779 1.2814 -0.5767 -0.107
C -0.6163 0.6066 -0.0645 -0.558
O -0.3128 0.7296 1.1228 -0.010
C 0.0721 -0.4311 -0.9391 -0.078
C 1.0452 0.2920 -1.8673 -0.077
C 1.2400 -0.5719 -3.0901 -0.037
O 0.8390 -0.1782 -4.1886 0.273
H -0.7004 -1.0204 -1.5533 0.137
H 0.6205 -1.1649 -0.2941 0.101
H 0.6430 1.3002 -2.2028 0.150
H 2.0522 0.4482 -1.3281 0.156
H 1.7785 -1.5591 -2.9958 0.192
H 2.8368 -1.3573 0.3853 0.046
H 1.7935 -2.2909 1.0571 -0.060
O 2.4287 -2.2804 0.4125 -0.051
H -0.0146 -3.0906 1.4582 0.000
H -0.5226 -1.8467 2.0693 0.012
O 0.2503 -2.4252 1.9991 -0.015
H -0.2343 3.8896 0.2692 -0.011
H -0.8728 2.8347 -0.5843 0.039
O -0.2248 3.5903 -0.5746 -0.005
H 0.2797 2.1649 1.9477 -0.011
H 1.3587 2.3898 2.9569 0.048
O 0.8181 2.8543 2.3307 -0.023
H 1.6663 -2.9288 -0.9709 0.016
H 0.1805 -3.1536 -1.2846 0.000
O 1.0359 -3.2376 -1.6741 -0.025
H 1.9448 2.8420 0.9606 0.015
H 1.4004 2.9053 -0.4825 0.036
O 2.2224 2.6447 0.0439 -0.096
H -1.8760 1.4722 2.0892 0.012
H -2.7406 1.3440 0.8776 0.037
O -2.7543 1.2834 1.8413 -0.008
H -1.0554 0.8030 -3.6384 0.020
H -1.7185 1.3183 -2.3081 0.017
O -1.9066 1.0168 -3.2247 -0.049
H -2.8149 0.0837 -1.0504 0.008
H -2.9273 -0.4454 -2.5067 0.062
O -3.1603 -0.6569 -1.5661 -0.066
H -2.7719 -1.6420 2.7967 0.087
H -2.3522 -0.3648 1.9519 0.028
O -2.1838 -1.3253 2.1168 -0.048
H -2.3407 -2.0200 -0.8322 -0.004
H -2.0132 -2.2084 0.6098 -0.049
O -1.8312 -2.5665 -0.2221 -0.044
H 0.8618 0.1823 2.2457 0.017
H 1.5034 -1.0239 3.0395 0.110
O 1.6614 -0.0253 2.8085 -0.102
H 2.8301 0.2174 1.5633 0.018
H 2.8784 1.0596 0.3773 -0.035
O 3.2813 0.2606 0.6890 -0.069
```

Computed properties:
LUMO energy (alpha / beta) = -2.434 / -6.485 eV
highest occupied orbital energy (alpha / beta) = -11.26 / -11.25 eV
energy above the lowest of the compared OMol25 structures with the same formula, charge and spin = 48.9 kJ/mol
2S+1 = 2
⟨S²⟩ = 0.758
E = -1374.7707 hartree
Kohn-Sham gap (alpha / beta) = 8.8 / 4.8 eV

***

Look up the E of the fifth one.
-1374.7707 hartree